{
  "formula": "C2H13O4S",
  "method": "ωB97M-V/def2-TZVPD",
  "elements": ["S", "O", "O", "O", "O", "C", "C", "H", "H", "H", "H", "H", "H", "H", "H", "H", "H", "H", "H", "H"],
  "coordinates": [[-0.036, 2.032, -0.499], [-2.335, 0.186, 0.541], [0.637, -3.344, 1.092], [2.186, 2.131, 1.841], [-0.655, -0.832, 2.684], [-0.287, 0.171, -2.591], [0.693, 0.621, -1.447], [0.244, -2.828, 0.390], [-0.306, 0.970, -3.442], [0.899, -0.222, -0.792], [2.034, 1.801, 0.927], [0.196, -0.448, 2.407], [0.314, -0.612, -2.927], [-1.266, -0.074, -2.272], [1.556, 1.099, -1.996], [-1.314, -0.439, 2.143], [-2.389, -0.718, 0.149], [1.227, 2.468, 1.834], [0.210, -2.787, 1.791], [-1.608, 0.825, 0.167]],
  "mulliken_charge": [-0.73, -0.69, -0.67, -0.68, -0.69, -1.05, -0.46, 0.30, 0.20, 0.27, 0.30, 0.33, 0.40, 0.30, 0.28, 0.39, 0.28, 0.34, 0.37, 0.21],
  "orbital_gap_ev": 7.23,
  "de_lowest_kj_mol": 109.2,
  "total_charge": -1,
  "e_homo_ev": -3.763
}


{
  "formula": "C2H14BrN4O5Pt",
  "method": "ωB97M-V/def2-TZVPD",
  "elements": ["Pt", "Br", "O", "O", "O", "O", "O", "N", "N", "N", "N", "C", "C", "H", "H", "H", "H", "H", "H", "H", "H", "H", "H", "H", "H", "H", "H"],
  "coordinates": [[1.041, 0.577, -0.455], [3.171, 1.900, 0.047], [0.497, 0.233, 1.668], [-1.070, -0.373, -0.886], [2.054, -1.416, -0.697], [-0.151, 2.584, -0.284], [1.284, 0.884, -2.653], [-3.229, -1.006, -0.630], [-0.039, -1.146, 3.367], [2.175, -0.906, 2.685], [-2.660, 0.684, -2.121], [0.872, -0.580, 2.525], [-2.261, -0.244, -1.201], [2.820, -0.666, 1.948], [0.245, -1.588, 4.226], [-4.143, -1.101, -1.035], [-1.993, 1.391, -2.364], [2.403, -1.661, 3.308], [-0.926, -0.672, 3.418], [-2.941, -1.693, 0.043], [-0.519, 3.207, -0.918], [-3.631, 0.801, -2.348], [2.760, -1.510, -1.347], [-0.357, 2.932, 0.591], [2.088, 1.215, -3.072], [0.756, 0.459, -3.338], [1.757, -2.306, -0.478]],
  "mulliken_charge": [1.72, -0.54, -0.77, -0.83, -0.52, -0.48, -0.55, -0.43, -0.45, -0.35, -0.38, 0.63, 0.60, 0.23, 0.20, 0.19, 0.19, 0.20, 0.26, 0.23, 0.25, 0.19, 0.28, 0.27, 0.29, 0.30, 0.27],
  "spin_multiplicity": 3,
  "orbital_gap_ev": [8.02, 8.14],
  "de_lowest_kj_mol": 0.0,
  "total_charge": 1,
  "e_homo_ev": [-10.782, -11.266],
  "s_squared": 2.004
}


{
  "formula": "C2H14LiN4O6",
  "method": "ωB97M-V/def2-TZVPD",
  "elements": ["O", "O", "O", "O", "O", "O", "N", "N", "N", "N", "C", "C", "Li", "H", "H", "H", "H", "H", "H", "H", "H", "H", "H", "H", "H", "H", "H"],
  "coordinates": [[-1.634, 1.546, -0.209], [2.077, -0.393, -3.322], [-2.874, -0.892, 1.997], [-1.253, -1.993, -0.225], [-2.682, 1.795, 2.828], [0.403, -0.060, 1.865], [-0.085, 0.033, -3.982], [0.529, 0.410, -1.861], [2.409, -1.059, 1.773], [2.185, 0.844, 0.650], [1.561, -0.049, 1.470], [0.927, -0.009, -3.086], [-1.428, -0.190, 0.748], [-1.729, -2.822, -0.141], [1.881, 1.796, 0.516], [-0.391, 0.824, -1.686], [3.358, -1.049, 1.458], [-0.322, -2.240, -0.214], [-2.785, 1.536, 3.747], [3.155, 0.707, 0.449], [-2.270, -0.552, 2.671], [-0.925, 0.577, -3.968], [-0.730, 1.810, 0.013], [1.306, 0.529, -1.239], [0.310, -0.296, -4.854], [2.079, -1.860, 2.283], [-3.074, 1.058, 2.319]],
  "mulliken_charge": [-1.13, -0.73, -1.17, -0.49, -0.62, -0.62, -0.43, -0.06, -0.43, -0.51, 0.67, 0.59, 0.96, 0.22, 0.27, 0.22, 0.12, 0.28, 0.27, 0.13, 0.17, 0.23, 0.13, 0.10, 0.23, 0.23, 0.39],
  "orbital_gap_ev": 6.06,
  "total_charge": -1,
  "e_homo_ev": -3.552
}


{
  "formula": "C2H14NO3S",
  "method": "ωB97M-V/def2-TZVPD",
  "elements": ["S", "O", "O", "O", "N", "C", "C", "H", "H", "H", "H", "H", "H", "H", "H", "H", "H", "H", "H", "H", "H"],
  "coordinates": [[-1.411, -1.285, -3.708], [-0.660, 2.632, 1.035], [1.397, 0.285, 2.993], [0.684, -1.841, 1.323], [0.315, 0.356, -0.336], [-0.246, -1.013, -2.316], [-0.700, 0.110, -1.426], [-1.607, 2.774, 1.355], [0.722, -0.726, -2.814], [0.429, -0.451, 0.255], [1.044, -1.384, 2.153], [0.851, 0.543, 3.720], [-0.820, 1.050, -2.037], [-0.228, 3.458, 1.200], [-1.664, -0.152, -0.914], [1.255, 0.549, -0.820], [-2.323, -1.877, -2.978], [-0.015, 1.137, 0.244], [-0.082, -1.898, -1.740], [0.774, -2.756, 1.450], [2.287, 0.488, 3.360]],
  "mulliken_charge": [-0.15, -0.66, -0.65, -0.69, -0.11, -0.78, -0.43, 0.31, 0.34, 0.28, 0.35, 0.31, 0.32, 0.30, 0.40, 0.41, 0.13, 0.31, 0.38, 0.32, 0.32],
  "orbital_gap_ev": 9.57,
  "de_lowest_kj_mol": 0.0,
  "total_charge": 1,
  "e_homo_ev": -12.473
}


{
  "formula": "C2H14NO4",
  "method": "ωB97M-V/def2-TZVPD",
  "elements": ["O", "O", "O", "O", "N", "C", "C", "H", "H", "H", "H", "H", "H", "H", "H", "H", "H", "H", "H", "H", "H"],
  "coordinates": [[-2.254, 0.853, -1.062], [1.477, 0.527, -2.264], [0.375, -1.726, -1.381], [0.596, 1.508, 0.853], [-1.007, -0.880, 0.822], [0.036, -0.407, 1.898], [1.069, 0.264, 1.132], [-1.949, 1.175, -1.991], [0.259, -1.310, 2.671], [1.938, 0.536, 1.793], [-1.598, -1.595, 1.215], [1.281, 2.223, 0.745], [0.951, -1.054, -1.823], [-0.441, -1.228, 0.006], [-0.115, -2.069, -2.123], [0.541, 0.695, -1.922], [1.924, 0.781, -1.370], [-1.625, -0.119, 0.511], [-0.579, 0.166, 2.693], [1.448, -0.047, 0.091], [-2.325, 1.705, -0.493]],
  "mulliken_charge": [-0.70, -0.71, -0.72, -0.49, -0.14, -0.55, -0.35, 0.32, 0.34, 0.33, 0.40, 0.33, 0.42, 0.24, 0.32, 0.37, 0.42, 0.26, 0.36, 0.19, 0.36],
  "orbital_gap_ev": 11.54,
  "de_lowest_kj_mol": 205.4,
  "total_charge": 1,
  "e_homo_ev": -14.758
}


{
  "formula": "C2H14NO4S",
  "method": "ωB97M-V/def2-TZVPD",
  "elements": ["S", "O", "O", "O", "O", "N", "C", "C", "H", "H", "H", "H", "H", "H", "H", "H", "H", "H", "H", "H", "H", "H"],
  "coordinates": [[-0.756, -0.041, 1.672], [-1.518, 0.479, -3.439], [4.546, 0.687, 0.234], [2.340, 0.957, 2.400], [-3.301, 2.005, 1.006], [0.445, -0.812, -1.252], [-1.100, -1.519, 0.705], [-0.830, -1.386, -0.816], [-0.715, -0.019, -3.247], [1.438, 0.607, 2.231], [-1.682, 1.007, -2.649], [1.101, -1.575, -1.311], [2.177, 1.794, 2.839], [3.765, 0.804, 0.782], [-0.511, -2.349, 1.123], [-1.677, -0.842, -1.231], [-0.790, -2.396, -1.232], [0.733, -0.131, -0.549], [-2.892, 2.750, 1.451], [4.089, 0.486, -0.586], [-2.701, 1.237, 1.152], [-2.160, -1.744, 0.717]],
  "mulliken_charge": [-0.64, -0.70, -0.65, -0.69, -0.67, -0.48, -0.62, -0.50, 0.35, 0.24, 0.33, 0.24, 0.29, 0.35, 0.28, 0.20, 0.32, 0.19, 0.30, 0.31, 0.27, 0.28],
  "orbital_gap_ev": 7.19,
  "de_lowest_kj_mol": 7.9,
  "total_charge": -1,
  "e_homo_ev": -3.750
}


{
  "formula": "C2H14O4S2",
  "method": "ωB97M-V/def2-TZVPD",
  "elements": ["S", "S", "O", "O", "O", "O", "C", "C", "H", "H", "H", "H", "H", "H", "H", "H", "H", "H", "H", "H", "H", "H"],
  "coordinates": [[1.267, -1.255, 1.703], [-0.649, -0.730, 2.137], [1.963, 0.969, -1.399], [-1.082, -3.011, -0.359], [0.948, -1.526, -1.845], [0.702, 3.404, -0.294], [-0.991, 0.913, 1.476], [-1.775, 0.655, 0.194], [-1.773, 1.519, -0.474], [-2.825, 0.420, 0.369], [1.171, -2.386, -2.223], [1.945, -0.279, 2.323], [-1.390, -0.187, -0.390], [-0.734, -2.716, 0.466], [0.144, -1.709, -1.340], [-1.462, -3.890, -0.218], [0.453, 3.080, -1.152], [-0.120, 1.543, 1.301], [2.755, 1.098, -0.888], [1.385, 2.753, -0.081], [1.753, 0.023, -1.526], [-1.685, 1.313, 2.220]],
  "mulliken_charge": [0.05, 0.22, -0.60, -0.58, -0.64, -0.62, -0.08, -0.95, 0.29, 0.41, 0.31, 0.29, 0.23, 0.23, 0.28, 0.30, 0.32, 0.24, 0.31, 0.30, 0.36, 0.34],
  "spin_multiplicity": 2,
  "orbital_gap_ev": [9.31, 5.67],
  "de_lowest_kj_mol": 31.0,
  "total_charge": 1,
  "e_homo_ev": [-14.225, -14.225],
  "s_squared": 0.755
}


{
  "formula": "C2H14O5",
  "method": "ωB97M-V/def2-TZVPD",
  "elements": ["O", "O", "O", "O", "O", "C", "C", "H", "H", "H", "H", "H", "H", "H", "H", "H", "H", "H", "H", "H", "H"],
  "coordinates": [[-0.345, 3.235, -0.477], [1.006, -0.580, 1.359], [-1.404, 1.655, 1.507], [-1.331, 0.207, -1.283], [-1.355, -2.309, 0.089], [1.801, -1.660, -0.619], [1.597, -0.358, 0.131], [-0.506, 1.189, 1.584], [-2.172, -1.911, 0.495], [-0.692, 2.890, 0.414], [-0.869, 0.954, -1.729], [-1.932, 0.988, 1.074], [0.866, -2.112, -0.849], [1.140, -1.604, 1.700], [-2.276, 0.406, -1.271], [0.833, 0.181, -0.441], [-0.632, 4.123, -0.496], [2.569, 0.199, 0.382], [2.480, -2.343, -0.171], [-0.808, -1.571, 0.240], [2.029, -1.579, -1.638]],
  "mulliken_charge": [-0.63, -0.56, -0.74, -0.57, -0.60, -1.28, 0.17, 0.35, 0.30, 0.41, 0.29, 0.30, 0.34, 0.33, 0.28, 0.02, 0.28, 0.25, 0.37, 0.26, 0.41],
  "orbital_gap_ev": 10.84,
  "de_lowest_kj_mol": 159.5,
  "e_homo_ev": -10.476
}


{
  "formula": "C2H14O5",
  "method": "ωB97M-V/def2-TZVPD",
  "elements": ["O", "O", "O", "O", "O", "C", "C", "H", "H", "H", "H", "H", "H", "H", "H", "H", "H", "H", "H", "H", "H"],
  "coordinates": [[0.818, 3.277, 1.220], [0.995, 0.021, 1.130], [0.024, -2.194, -2.576], [1.729, -0.497, -1.250], [-1.344, 1.724, -2.427], [-0.414, -0.104, 1.279], [-0.719, -1.535, 1.758], [0.110, -1.889, 2.367], [-1.701, -1.646, 2.229], [1.414, 0.033, 1.995], [1.149, -0.573, -0.465], [-0.192, -2.843, -1.900], [0.593, -1.552, -2.101], [1.932, 0.420, -1.434], [-0.879, -2.245, 0.941], [0.019, 2.871, 0.881], [-0.917, 0.672, 1.859], [1.090, 2.889, 2.053], [-0.824, 2.119, -3.125], [-0.872, -0.052, 0.289], [-2.009, 1.103, -2.721]],
  "mulliken_charge": [-0.61, -0.61, -0.68, -0.74, -0.61, -0.25, -0.84, 0.25, 0.35, 0.30, 0.46, 0.29, 0.43, 0.29, 0.19, 0.31, 0.39, 0.30, 0.31, 0.16, 0.31],
  "orbital_gap_ev": 10.93,
  "de_lowest_kj_mol": 132.0,
  "e_homo_ev": -10.584
}


{
  "formula": "C2H14O6",
  "method": "ωB97M-V/def2-TZVPD",
  "elements": ["O", "O", "O", "O", "O", "O", "C", "C", "H", "H", "H", "H", "H", "H", "H", "H", "H", "H", "H", "H", "H", "H"],
  "coordinates": [[-2.213, -2.979, 0.860], [0.614, 2.696, 0.010], [3.066, 1.330, 0.451], [-2.298, 0.255, 0.937], [2.473, -1.173, 1.050], [0.459, -0.245, -1.019], [-0.872, -0.422, -1.268], [-1.738, 0.390, -1.816], [-2.672, 0.018, -2.217], [-2.774, -0.114, 1.686], [-1.149, -1.461, -1.177], [0.571, 2.395, -0.927], [3.300, 0.950, -0.409], [-1.946, 1.113, 1.143], [2.156, 1.641, 0.587], [0.752, -0.762, -0.257], [-1.745, 1.453, -2.035], [2.719, -0.225, 1.077], [0.974, 3.591, -0.013], [-1.346, -3.251, 0.552], [-2.264, -2.089, 0.530], [2.622, -1.502, 1.945]],
  "mulliken_charge": [-0.64, -0.66, -0.76, -0.54, -0.67, -0.42, 0.12, -0.89, 0.22, 0.28, 0.36, 0.33, 0.32, 0.29, 0.38, 0.29, 0.25, 0.43, 0.30, 0.32, 0.37, 0.31],
  "orbital_gap_ev": 9.36,
  "de_lowest_kj_mol": 101.1,
  "e_homo_ev": -8.977
}


{
  "formula": "C2H15N2O3",
  "method": "ωB97M-V/def2-TZVPD",
  "elements": ["O", "O", "O", "N", "N", "C", "C", "H", "H", "H", "H", "H", "H", "H", "H", "H", "H", "H", "H", "H", "H", "H"],
  "coordinates": [[-1.034, 0.692, 1.419], [0.865, 4.219, -3.780], [-0.220, 3.278, -0.209], [0.546, -1.526, 1.904], [0.748, -2.024, -0.688], [-0.637, -2.127, -0.139], [-0.532, -2.394, 1.371], [1.309, -1.497, 1.216], [0.982, -2.925, -1.097], [0.426, 3.938, -0.403], [-1.263, 1.267, 0.666], [-1.472, -2.221, 1.885], [-1.278, 1.348, 2.084], [0.884, -1.849, 2.792], [-0.756, 3.168, -0.988], [0.211, -0.559, 2.021], [1.494, 4.514, -3.122], [1.285, 3.420, -4.106], [-1.083, -1.159, -0.356], [-1.195, -2.884, -0.680], [0.929, -1.263, -1.336], [-0.212, -3.417, 1.548]],
  "mulliken_charge": [-0.60, -0.63, -0.62, -0.20, -0.58, -0.35, -0.60, 0.41, 0.21, 0.29, 0.28, 0.30, 0.28, 0.38, 0.33, 0.26, 0.31, 0.32, 0.26, 0.36, 0.20, 0.39],
  "orbital_gap_ev": 11.12,
  "de_lowest_kj_mol": 47.1,
  "total_charge": 1,
  "e_homo_ev": -13.998
}


{
  "formula": "C2H15NO4",
  "method": "ωB97M-V/def2-TZVPD",
  "elements": ["O", "O", "O", "O", "N", "C", "C", "H", "H", "H", "H", "H", "H", "H", "H", "H", "H", "H", "H", "H", "H", "H"],
  "coordinates": [[3.209, 2.061, -0.559], [1.370, -1.766, 0.337], [-1.673, 0.529, 2.089], [-0.712, -2.264, 2.436], [0.352, 0.680, -0.266], [-0.505, 0.768, -1.425], [-1.590, -0.348, -1.454], [-1.427, -0.994, -0.601], [-1.013, 1.760, -1.565], [2.911, 1.645, -1.353], [-0.276, -2.700, 3.179], [-0.142, 0.812, 0.613], [2.207, -1.797, -0.142], [-1.816, -0.388, 2.387], [3.574, 2.934, -0.747], [0.163, 0.602, -2.236], [-2.506, 0.697, 1.629], [0.912, -0.905, 0.092], [-2.570, 0.128, -1.563], [-1.527, -0.903, -2.382], [-0.053, -1.950, 1.791], [1.110, 1.400, -0.260]],
  "mulliken_charge": [-0.66, -0.76, -0.66, -0.64, -0.54, -0.40, -0.87, 0.20, 0.37, 0.33, 0.30, 0.17, 0.28, 0.33, 0.32, 0.30, 0.31, 0.41, 0.27, 0.32, 0.41, 0.21],
  "orbital_gap_ev": 10.07,
  "de_lowest_kj_mol": 61.5,
  "e_homo_ev": -9.516
}


no.,energy (a.u.)
1,-783.1802
2,-3373.0063
3,-762.7374
4,-763.0378
5,-440.0112
6,-838.5651
7,-1181.6013
8,-460.7448
9,-460.7552
10,-535.9872
11,-420.1953
12,-440.9005